[1]
A molecular structure, C15H19BrCoSi in a non-equilibrium geometry, computed with wB97M-V/def2-TZVPD.

Output
E_LUMO (alpha / beta) = 2.25 / 1.20 eV
HOMO level (alpha / beta) = -2.2 / -2.2 eV
Total charge = -1
Orbital gap (alpha / beta) = 0.165 / 0.127 hartree
Maximum force = 7.04 eV Å⁻¹
Spin multiplicity = 5

Last column: Mulliken charge in e.
Element x y z (Å)
C -1.863255 -0.912253 -1.070121  -0.656
C -1.713566 -1.324704 0.264406  -0.531
C -1.781516 -0.164985 1.210558  -0.134
H -1.723341 -2.362530 0.576374  0.455
C -1.743364 0.983587 0.232852  -0.572
C -1.872454 0.525896 -1.104991  -0.549
H -2.049420 1.126205 -1.993129  0.544
H -1.997914 -1.553895 -1.933975  0.524
H -2.615994 -0.218996 1.921063  0.387
H -1.744252 2.020801 0.546541  0.479
Co -0.220052 -0.126218 -0.268937  0.090
Br 2.033609 0.263753 -0.489830  -0.452
C 2.541485 0.640343 -4.313436  -0.541
C 1.478806 1.440469 -4.834444  -0.569
C 0.501090 0.563775 -5.396385  -0.552
H 1.440370 2.525361 -4.839092  0.366
C 0.967097 -0.777024 -5.237747  -0.577
C 2.233115 -0.729147 -4.577059  -0.568
H 2.864414 -1.580843 -4.344383  0.359
H 3.439210 1.010864 -3.830448  0.409
H -0.412793 0.867021 -5.898883  0.384
H 0.466902 -1.671833 -5.595844  0.379
C 1.738629 -0.918685 5.670951  -0.933
Si 0.191707 -0.069249 4.996080  0.132
C -1.394829 -0.904687 5.572659  -1.004
C 0.175754 1.744400 5.533074  -0.989
C 0.069014 -0.157059 3.134440  -0.542
C -0.550031 -0.121834 2.054400  0.925
H 1.780548 -0.931889 6.772227  0.297
H 2.649768 -0.408839 5.321436  0.302
H 1.797257 -1.963650 5.330520  0.294
H -1.498938 -0.956785 6.660969  0.332
H -2.264490 -0.354151 5.186806  0.281
H -1.451995 -1.930525 5.183375  0.313
H 1.060270 2.280140 5.160108  0.322
H -0.707565 2.258773 5.128299  0.296
H 0.155424 1.885790 6.623064  0.299

Cartesian forces (eV/Å) of the 2 atoms listed first:
C -1.810 0.634 -1.133
C -0.818 -1.909 0.053

[2]
A single C15H19BrN2O4P2 molecule in a non-equilibrium geometry, computed with wB97M-V/def2-TZVPD.

Output
E_LUMO = -1.60 eV
HOMO level = -8.3 eV
Total charge = 0
Orbital gap = 0.246 hartree
Maximum force = 9.83 eV Å⁻¹
Spin multiplicity = 1

Last column: Mulliken charge in e.
Element x y z (Å)
C 4.510019 -0.194144 0.012290  -0.931
C 3.277213 0.754178 0.606083  -0.249
Br 2.425808 -0.358484 2.077449  -0.119
C 2.177820 1.171704 -0.582652  -0.586
C 0.801009 0.302939 -0.390058  0.054
C 0.682100 -1.196835 -1.041071  0.132
C -0.656254 -2.133481 -0.903602  -0.170
C -1.930895 -1.570307 -0.040204  0.095
P -3.461267 -2.702330 0.151971  0.479
O -3.743451 -3.470713 -1.224503  -0.649
C -1.817968 -0.048108 0.615243  0.055
C -3.175295 0.449079 1.456304  -0.925
C -3.270333 -0.351608 2.905728  0.074
O -2.175696 -0.531411 3.677554  -0.467
C -0.464616 0.920458 0.449181  0.601
P -0.575327 2.652681 1.244196  0.145
C 1.115639 3.316444 1.831174  -0.734
C -1.506212 3.877377 0.111750  -0.863
C -0.396160 -3.528872 -1.723590  0.325
O -1.002664 -4.732564 -1.626146  -0.475
N 0.768558 -3.110179 -2.636584  -0.008
N 0.144703 -2.485605 -3.729363  -0.526
C 1.701683 -2.097868 -1.955272  -0.008
O 3.021613 -2.055765 -2.152528  -0.507
H 4.786027 0.052810 -1.101826  0.276
H 5.489446 -0.137764 0.688155  0.290
H 4.123858 -1.317789 0.127609  0.263
H 3.818388 1.716584 1.058899  0.411
H 2.664326 0.856903 -1.620075  0.453
H 1.997451 2.334428 -0.626864  0.251
H -4.662063 -1.990799 0.511339  0.087
H -3.101549 -3.754937 1.106358  0.136
H -4.139578 0.106065 0.842067  0.300
H -3.254216 1.612974 1.550346  0.309
H -4.320658 -0.788218 3.264713  0.300
H 1.679154 3.868786 0.935456  0.262
H 0.951072 4.165305 2.652546  0.371
H 1.837394 2.517334 2.289985  0.162
H -1.035389 3.868279 -0.967824  0.270
H -1.563336 4.963565 0.553892  0.343
H -2.633867 3.491079 0.060933  0.255
H 0.464037 -1.494504 -3.820545  0.262
H 0.449478 -2.946686 -4.638511  0.253

Cartesian forces (eV/Å) of the 2 atoms listed first:
C -0.340 -0.975 0.754
C 1.899 0.487 -1.165

[3]
A molecular structure, C15H19Cl3CrF3O4PS2Si, computed with wB97M-V/def2-TZVPD.

Output
E_LUMO (alpha / beta) = 1.89 / 1.98 eV
HOMO level (alpha / beta) = -5.8 / -5.7 eV
Total charge = -1
ΔE to the lowest compared entry with this formula, charge and spin = 0.049 eV
Orbital gap (alpha / beta) = 0.283 / 0.281 hartree
Maximum force = 0.55 eV Å⁻¹
Spin multiplicity = 2

Last column: Mulliken charge in e.
Element x y z (Å)
Cr -0.282684 -0.735245 -1.022954  0.230
F 2.733332 -0.968678 -1.062409  -0.219
C 1.632842 -1.139980 -0.293311  0.205
F 2.022566 -0.755573 0.969695  -0.228
F 1.494535 -2.529847 -0.179399  -0.265
C 1.248417 2.118811 2.037949  -0.731
S 1.373508 2.827877 0.419349  1.083
O -0.097959 2.625755 -0.073533  -0.285
O 1.611429 4.232542 0.556773  -0.636
O 2.260502 2.045272 -0.381126  -0.594
H 0.447649 2.629802 2.564652  0.296
H 2.202823 2.282039 2.533628  0.381
H 1.050168 1.055514 1.937299  0.104
C -3.096757 -0.568059 -3.426057  -1.205
P -2.587466 -1.142057 -1.773334  0.863
C -2.721328 -2.957312 -1.920955  -1.301
C -4.055822 -0.782709 -0.751006  -1.022
H -4.058351 -0.994656 -3.716750  0.409
H -2.329738 -0.858914 -4.142573  0.330
H -3.168569 0.519216 -3.415652  0.285
H -3.668894 -3.257131 -2.372992  0.408
H -2.646125 -3.388398 -0.921231  0.283
H -1.892986 -3.327386 -2.524129  0.349
H -4.948814 -1.244175 -1.178247  0.417
H -4.197441 0.291755 -0.680472  0.272
H -3.881603 -1.178083 0.247104  0.210
Cl 0.233118 -1.421232 -3.070413  -0.569
Si -0.657529 1.617075 -1.318023  0.689
Cl 0.029397 2.510919 -3.056834  -0.369
Cl -2.620386 2.393764 -1.232957  -0.388
C -6.327407 -4.397148 7.694707  -1.054
C -5.582581 -3.747334 6.555293  0.732
O -6.050965 -3.572975 5.464098  -0.532
S -3.902852 -3.340205 6.985174  -0.251
C -3.260448 -2.753405 5.437211  0.108
C -2.373746 -3.546002 4.722678  -0.433
C -1.830209 -3.083288 3.538180  -0.575
C -2.172782 -1.820882 3.042829  0.227
C -3.081524 -1.037261 3.771278  -0.422
C -3.612036 -1.495489 4.961276  -0.386
C -1.611369 -1.342195 1.824681  0.118
C -1.123753 -0.904540 0.797051  -0.253
H -7.345059 -4.010198 7.719546  0.301
H -5.836105 -4.233526 8.651786  0.352
H -6.373065 -5.468601 7.496854  0.271
H -2.107631 -4.525307 5.099061  0.415
H -1.129473 -3.693357 2.984212  0.482
H -3.354433 -0.063598 3.386571  0.496
H -4.305975 -0.884744 5.523275  0.401

Cartesian forces (eV/Å) of the 2 atoms listed first:
Cr 0.147 0.250 -0.232
F -0.126 -0.008 0.106

[4]
A molecular structure, C15H19CoFN3O2S in a non-equilibrium geometry, computed with wB97M-V/def2-TZVPD.

Output
E_LUMO (alpha / beta) = 1.83 / 0.93 eV
HOMO level (alpha / beta) = -0.6 / -4.1 eV
Total charge = -1
Orbital gap (alpha / beta) = 0.090 / 0.185 hartree
Maximum force = 5.20 eV Å⁻¹
Spin multiplicity = 6

Last column: Mulliken charge in e.
Element x y z (Å)
Co 10.373348 12.086046 6.010715  0.434
O 11.943940 11.170603 6.905197  -0.592
N 13.143111 11.483178 6.454915  0.517
C 14.110797 10.605646 6.798452  -0.097
C 15.425823 10.668701 6.350236  -0.552
C 15.697473 11.882233 5.627071  -0.148
C 14.674603 12.821690 5.391430  -0.624
C 13.444294 12.718412 5.855236  0.499
S 12.098585 13.737304 5.600144  -0.316
H 13.940804 9.588890 7.142888  0.340
H 16.069993 9.786565 6.617841  0.315
H 16.736167 12.100760 5.399351  0.350
H 14.858403 13.647140 4.647175  0.269
H 10.406935 11.502959 4.566959  0.201
C 5.422796 7.648290 10.975479  -0.974
C 6.821203 7.973649 11.328542  -0.485
N 7.505561 8.393218 9.986762  0.215
C 7.044161 9.597571 9.259914  -0.606
C 5.939672 9.347668 8.166203  -0.911
C 8.309417 7.460361 9.198186  0.462
O 8.709723 6.360412 9.777987  -0.726
C 8.508402 7.605761 7.620093  -0.162
C 8.065134 6.454838 6.775191  -0.940
C 8.388761 6.681723 5.375634  -0.396
C 9.011746 7.847670 4.988011  -0.649
N 9.574253 8.789035 5.867292  -0.311
C 9.366898 8.605679 7.124204  -0.042
H 4.781278 7.337844 11.780768  0.430
H 5.373984 6.852429 10.141156  0.239
H 4.871242 8.523712 10.658517  0.211
H 7.299765 6.950268 11.652348  0.242
H 7.053771 8.734717 12.072272  0.343
H 7.831143 10.063418 8.736538  0.234
H 6.789413 10.497276 9.874393  0.351
H 6.297473 8.431243 7.764944  0.150
H 5.759300 10.271997 7.667273  0.454
H 4.928073 9.087874 8.622598  0.272
H 7.860850 5.464523 7.160086  0.358
H 7.840415 5.934711 4.834780  0.366
H 9.028897 7.927964 3.928037  0.284
H 9.937809 8.987960 7.878422  0.698
F 9.206673 12.042535 7.408599  -0.702

Cartesian forces (eV/Å) of the 2 atoms listed first:
Co 0.790 -0.709 1.822
O -0.443 0.577 -0.709

[5]
A molecular structure, C15H19CoN5O2SSb in a non-equilibrium geometry, computed with wB97M-V/def2-TZVPD.

Output
E_LUMO (alpha / beta) = 2.42 / 2.42 eV
HOMO level (alpha / beta) = -4.8 / -4.6 eV
Total charge = -1
ΔE to the lowest compared entry with this formula, charge and spin = 0.073 eV
Orbital gap (alpha / beta) = 0.264 / 0.259 hartree
Maximum force = 1.21 eV Å⁻¹
Spin multiplicity = 2

Last column: Mulliken charge in e.
Element x y z (Å)
Co 1.051846 1.805540 -0.803421  0.105
O 1.139954 1.943365 1.135019  -0.579
N 2.282581 1.584318 1.702003  0.458
C 2.391174 1.789874 3.033080  -0.202
C 3.509921 1.412690 3.720887  -0.731
C 4.552060 0.800290 3.015588  -0.091
C 4.426049 0.605623 1.665277  -0.832
C 3.271501 1.008783 0.968202  0.592
S 3.053951 0.838358 -0.718038  -0.379
H 1.524961 2.264671 3.467330  0.428
H 3.565672 1.592636 4.783998  0.391
H 5.450581 0.485164 3.529271  0.367
H 5.209713 0.138562 1.086012  0.395
C -0.756045 -2.098951 1.945503  -1.134
C -1.829105 -1.764514 0.912612  -0.890
Sb -0.985718 -0.564818 -0.683982  0.360
C -2.496153 -0.850648 -2.201923  -0.862
C -3.632852 -1.799105 -1.843481  -1.147
C 0.362648 -2.094366 -1.403099  -0.943
C -0.252104 -3.464865 -1.655031  -1.023
H -1.165497 -2.645858 2.799526  0.366
H -0.281400 -1.192726 2.330880  0.246
H 0.034464 -2.715532 1.510533  0.279
H -2.629038 -1.174557 1.364340  0.496
H -2.281781 -2.671033 0.508294  0.386
H -1.958486 -1.182710 -3.092280  0.572
H -2.886412 0.142590 -2.417952  0.460
H -3.276337 -2.812489 -1.647559  0.242
H -4.362917 -1.858902 -2.655933  0.366
H -4.164508 -1.460193 -0.952272  0.286
H 1.185380 -2.155489 -0.686407  0.425
H 0.785581 -1.673282 -2.317828  0.561
H -0.673761 -3.893194 -0.741916  0.222
H 0.487124 -4.175725 -2.036706  0.413
H -1.057502 -3.409587 -2.390600  0.216
O 0.664209 4.182971 -0.936956  -0.669
N -0.205129 3.292961 -0.827052  0.687
C -1.480132 3.641557 -0.716747  0.445
C -1.861006 5.015144 -0.722113  0.190
N -2.196112 6.116178 -0.703839  -0.528
C -2.483409 2.651522 -0.535368  -0.055
N -3.343920 1.898429 -0.390832  -0.554
N 0.524084 1.073933 -3.742352  -0.792
C 0.785882 1.373400 -2.654667  0.459

Cartesian forces (eV/Å) of the 2 atoms listed first:
Co 0.146 -1.196 0.060
O 0.278 0.130 -0.039

[6]
A molecular structure, C15H19N3O2PtSe2 in a non-equilibrium geometry, computed with wB97M-V/def2-TZVPD.

Output
E_LUMO (alpha / beta) = -0.74 / -0.58 eV
HOMO level (alpha / beta) = -6.8 / -6.6 eV
Total charge = 0
ΔE to the lowest compared entry with this formula, charge and spin = 1.576 eV
Orbital gap (alpha / beta) = 0.223 / 0.222 hartree
Maximum force = 1.45 eV Å⁻¹
Spin multiplicity = 1

Last column: Mulliken charge in e.
Element x y z (Å)
Pt 0.319100 0.160900 0.456500  0.616
O 5.340800 -0.812300 3.688400  -0.580
C 4.085300 -0.352300 4.088800  -1.118
C 2.942800 -0.663400 3.077100  1.876
C 2.722400 -2.188500 3.042700  -1.005
O 3.872600 -2.912000 2.668100  -0.619
C 3.393300 -0.137400 1.709300  -1.586
Se 2.444600 -0.839100 0.118000  -0.319
C 1.710900 0.062400 3.626400  -1.556
Se -0.074400 -0.295500 2.854300  -0.336
H 5.243800 -1.761200 3.500300  0.431
H 4.184300 0.730000 4.214100  0.405
H 3.815100 -0.785900 5.063900  0.444
H 1.884200 -2.427600 2.370600  0.414
H 2.462300 -2.537400 4.045400  0.467
H 4.012500 -2.793500 1.719300  0.373
H 4.444700 -0.396200 1.559500  0.519
H 3.303800 0.950300 1.676400  0.471
H 1.859900 1.143800 3.561700  0.448
H 1.581700 -0.185500 4.684800  0.455
N -2.308700 2.395400 -0.101400  -0.038
C -2.745100 1.088000 -0.111500  0.684
C -4.119600 0.860800 0.036000  -0.614
C -4.583100 -0.435000 0.040000  -0.374
C -3.669200 -1.473000 -0.096100  -0.715
C -2.336300 -1.162100 -0.246300  -0.192
N -1.877600 0.090300 -0.266000  -0.304
C -1.052700 2.953800 -0.105600  0.725
C -0.973100 4.342000 0.098600  -0.582
C 0.257300 4.957800 0.076100  -0.414
C 1.387900 4.184000 -0.167900  -0.690
C 1.227100 2.833200 -0.373800  -0.324
N 0.039700 2.215100 -0.334500  -0.308
H -3.050700 3.068800 0.035500  0.119
H -4.795800 1.693800 0.147800  0.338
H -5.637100 -0.637700 0.150800  0.418
H -3.993200 -2.498100 -0.094900  0.400
H -1.587300 -1.936200 -0.363300  0.448
H -1.877600 4.909200 0.270600  0.328
H 0.341000 6.022000 0.236100  0.419
H 2.368300 4.628900 -0.211800  0.404
H 2.077900 2.205700 -0.613100  0.471

Cartesian forces (eV/Å) of the 2 atoms listed first:
Pt -1.065 -0.773 0.600
O 0.593 -0.397 -0.090